Model 1:
{"formula": "C6H12O2", "method": "wB97M-V/def2-TZVPD", "lumo_ev": 0.65, "e_homo_ha": -0.3545, "mol_weight_g_mol": 116.16, "symbols": ["H", "O", "H", "H", "C", "H", "C", "H", "C", "C", "H", "H", "H", "H", "C", "H", "H", "O", "C", "H"], "coordinates": [[0.055, -2.887, -5.354], [-1.742, -4.380, -3.947], [-1.178, -1.626, -5.040], [0.260, -1.757, -3.979], [-0.762, -0.012, 1.320], [0.996, -0.462, 0.106], [-1.202, 1.371, 1.882], [-1.657, -3.556, -1.497], [-0.883, -3.143, -2.166], [-1.053, -3.371, -3.613], [-1.936, 1.184, 2.683], [0.096, -3.555, -1.867], [0.122, 1.003, -0.442], [-0.392, 2.001, 2.286], [0.000, 0.000, 0.000], [-0.857, -2.048, -2.041], [-0.602, -0.616, -0.688], [-1.090, -1.040, 1.899], [-0.478, -2.333, -4.563], [-1.702, 1.922, 1.068]]}

=====

Model 2:
{"formula": "C6H12O2", "method": "wB97M-V/def2-TZVPD", "lumo_ev": [0.69, 0.78], "e_homo_ha": [-0.2830, -0.2719], "mol_weight_g_mol": 116.16, "symbols": ["C", "C", "H", "H", "O", "H", "C", "C", "H", "H", "C", "H", "H", "O", "H", "H", "C", "H", "H", "H"], "coordinates": [[1.027, 0.152, 0.298], [-0.931, -1.823, 0.088], [3.268, 0.100, 0.168], [-2.268, 1.656, -0.168], [0.640, -0.408, 1.643], [-1.740, -2.083, 0.673], [0.880, 1.600, 0.237], [2.357, -0.288, -0.305], [-0.238, -2.815, 0.147], [-1.234, -1.756, -1.018], [-0.186, -0.603, 0.536], [-2.390, 1.239, 1.537], [-2.955, -0.724, -0.530], [-3.319, -0.113, 0.079], [1.750, 2.225, 0.573], [0.017, 1.831, 0.705], [-2.437, 0.855, 0.465], [0.835, 2.006, -0.709], [2.467, -1.430, -0.239], [2.479, -0.028, -1.276]]}

=====

model 2 is the least stable structure shown above.